The following is a quantum chemistry calculation of a structure of composition C7H14OPPbS, from the OMol25 dataset.

Geometry as XYZ:
```
25
Properties=species:S:1:pos:R:3:lowdin_charge:R:1
C -1.60 -1.57 -0.33 -0.284
C -2.21 -1.65 -1.54 -0.235
C -2.15 -0.71 -2.66 -0.069
C -1.45 0.55 -2.72 -0.224
C -0.63 1.11 -1.79 -0.257
Pb 0.09 -0.19 -0.29 1.161
P 0.82 -1.40 2.15 0.659
H -1.68 -2.29 0.51 0.013
H -2.86 -2.54 -1.74 0.114
H -2.78 -0.98 -3.54 0.119
H -0.19 2.12 -1.88 0.041
H -1.65 1.09 -3.67 0.110
H 2.24 -1.72 2.03 -0.067
H 0.07 -2.65 2.20 -0.070
H 0.57 -0.63 3.36 -0.083
C 2.49 2.16 2.41 -0.235
S 0.97 2.65 1.60 0.882
C 1.35 4.23 0.85 -0.220
O 1.05 1.86 0.27 -0.756
H 2.73 2.97 3.12 0.079
H 3.18 2.08 1.58 0.067
H 2.33 1.19 2.91 0.034
H 2.21 3.98 0.23 0.070
H 0.48 4.47 0.22 0.076
H 1.53 4.96 1.66 0.076
```

Output
**DFT total energy**: -1282.2648 hartree
**Energy relative to the best compared isomer or geometry (same formula, charge and spin)**: 97.3 kcal per mole
**Net charge**: +1

***

The following is a quantum chemistry calculation of a structure of composition C7H14OPRhS, from the OMol25 dataset.

Geometry as XYZ:
```
25
Properties=species:S:1:pos:R:3:lowdin_spin:R:1
C -2.62 0.73 0.10 0.188
C -2.32 1.37 -1.22 0.409
C -2.12 0.37 -2.20 0.087
C -2.37 -0.91 -1.68 0.386
C -2.63 -0.86 -0.21 0.245
Rh -0.96 -0.35 0.83 1.968
P -1.11 0.26 2.86 0.318
H -3.29 1.10 0.87 0.011
H -2.35 2.46 -1.34 0.021
H -1.87 0.58 -3.25 -0.003
H -3.30 -1.49 0.38 0.031
H -2.45 -1.87 -2.25 0.017
H -1.82 -0.91 3.34 0.039
H -1.83 1.51 2.87 0.057
H 0.28 0.38 3.26 0.063
C 3.43 -0.58 1.09 0.008
S 2.25 0.27 0.01 0.035
C 3.14 0.20 -1.55 0.007
O 1.06 -0.67 -0.25 0.103
H 4.40 -0.09 0.98 0.001
H 3.50 -1.64 0.81 0.001
H 3.09 -0.47 2.12 0.004
H 3.11 -0.82 -1.94 0.000
H 2.61 0.88 -2.23 0.001
H 4.17 0.54 -1.40 0.002
```

Output
**DFT total energy**: -1200.1056 hartree
**Energy relative to the best compared isomer or geometry (same formula, charge and spin)**: 5.9 kcal per mole
**Expectation value of S²**: 6.03
**Net charge**: 0
**Multiplicity**: 5

***

The following is a quantum chemistry calculation of a cluster of 2 separate species, C7H14OSi in total, from the OMol25 dataset.

Geometry as XYZ:
```
23
Properties=species:S:1:pos:R:3:lowdin_charge:R:1
C -0.14 0.83 3.32 0.056
C -0.09 2.11 3.32 -0.162
C -0.71 -0.50 -2.06 -0.257
C -0.71 0.88 -1.40 -0.145
C -0.04 -1.67 -1.44 -0.268
C -1.13 0.67 0.11 -0.265
C 1.33 -1.37 -0.74 -0.293
O -0.02 0.43 0.86 -0.366
Si 1.21 -0.63 1.03 0.550
H 0.59 2.40 4.19 0.085
H -0.28 2.84 2.47 0.085
H -1.73 -0.74 -2.29 0.110
H -0.24 -0.35 -2.97 0.082
H 0.24 1.54 -1.40 0.145
H -1.48 1.46 -1.99 0.118
H -0.63 -2.26 -0.80 0.073
H 0.24 -2.51 -2.24 0.143
H -1.69 1.56 0.35 0.103
H -1.79 -0.14 0.37 0.120
H 1.97 -2.33 -0.71 0.084
H 1.82 -0.63 -1.41 0.068
H 2.22 0.24 1.63 -0.022
H 1.07 -1.81 1.77 -0.046
```

Output
**DFT total energy**: -639.6734 hartree
**Energy relative to the best compared isomer or geometry (same formula, charge and spin)**: 100.6 kcal per mole
**Net charge**: 0

***

The following is a quantum chemistry calculation of a cluster of 2 separate species, C7H14S in total, from the OMol25 dataset.

Geometry as XYZ:
```
22
Properties=species:S:1:pos:R:3:lowdin_charge:R:1
C 3.01 1.59 0.44 -0.130
C 3.65 0.33 0.83 -0.220
C 3.47 -0.85 0.29 -0.230
C 2.42 -1.17 -0.66 -0.129
H 3.47 2.38 -0.19 0.081
H 2.63 1.99 1.32 0.028
H 1.94 1.50 -0.18 0.123
H 4.34 0.52 1.69 0.110
H 4.22 -1.61 0.74 0.129
H 1.41 -1.43 -0.12 0.119
H 2.22 -0.43 -1.36 0.035
H 2.74 -2.11 -1.19 0.085
C -4.46 -0.97 -0.34 -0.070
C -3.45 -0.22 0.00 -0.813
C -3.19 1.08 -0.64 -0.146
S -2.16 -0.84 1.04 0.806
H -5.15 -0.37 -1.07 0.097
H -4.83 -1.98 -0.04 0.072
H -2.19 1.19 -0.57 -0.001
H -3.68 1.83 0.09 0.123
H -3.55 1.23 -1.76 0.131
H -2.85 -1.66 1.68 -0.199
```

Output
**DFT total energy**: -673.1711 hartree
**SMILES**: C/C=C\C.C=C(C)S
**Energy relative to the best compared isomer or geometry (same formula, charge and spin)**: 78.7 kcal per mole
**Net charge**: 0

***

The following is a quantum chemistry calculation of an isolated molecule of C7H14S, from the OMol25 dataset.

Geometry as XYZ:
```
22
Properties=species:S:1:pos:R:3:lowdin_charge:R:1
C 2.55 1.03 0.29 -0.126
C 1.04 1.27 0.01 -0.259
C 0.13 0.07 0.16 -0.698
C -1.32 0.46 0.36 -0.438
C -1.92 1.43 -0.66 -0.058
C -2.31 -0.66 0.55 -0.095
C 0.67 -1.13 0.91 -0.394
S 0.64 -1.36 -0.86 0.863
H 2.70 0.83 1.40 0.090
H 3.17 1.88 -0.09 0.085
H 2.89 0.18 -0.31 0.045
H 0.69 2.06 0.72 0.122
H 0.87 1.69 -1.02 0.118
H -1.27 0.95 1.34 0.145
H -2.01 0.91 -1.59 0.078
H -1.30 2.33 -0.76 0.069
H -2.93 1.70 -0.34 0.084
H -2.31 -1.35 -0.27 0.067
H -3.32 -0.27 0.67 0.080
H -2.05 -1.23 1.47 0.084
H 0.01 -1.86 1.39 0.066
H 1.64 -0.97 1.42 0.072
```

Output
**DFT total energy**: -673.2767 hartree
**SMILES**: CC[C@]1(C(C)C)CS1
**Energy relative to the best compared isomer or geometry (same formula, charge and spin)**: 12.4 kcal per mole
**Net charge**: 0

***

The following is a quantum chemistry calculation of an isolated molecule of C7H14Si, from the OMol25 dataset.

Geometry as XYZ:
```
22
Properties=species:S:1:pos:R:3:lowdin_charge:R:1
C -1.19 1.25 1.21 -0.193
Si -0.77 -0.15 -0.04 0.671
C -1.23 -1.84 0.71 -0.193
C -1.37 0.13 -1.77 -0.203
C 1.32 0.18 -0.38 -0.354
C 2.39 -0.87 -0.15 -0.181
C 2.38 0.28 0.70 -0.214
C 2.20 1.25 -0.43 -0.167
H -2.24 1.37 1.17 -0.006
H -1.15 1.21 2.37 0.069
H -0.76 2.17 0.93 -0.002
H -2.22 -2.19 0.36 0.038
H -0.64 -2.60 0.21 0.004
H -0.91 -2.10 1.75 0.047
H -2.48 0.15 -1.83 0.033
H -1.19 1.12 -2.23 0.046
H -1.02 -0.52 -2.53 0.016
H 3.17 -1.08 -0.97 0.119
H 1.99 -1.84 0.19 0.092
H 2.23 0.19 1.79 0.138
H 1.94 2.32 -0.22 0.116
H 3.03 1.11 -1.24 0.125
```

Output
**DFT total energy**: -564.4905 hartree
**SMILES**: C[Si](C)(C)[C@]12C[C@@H]1C2
**Energy relative to the best compared isomer or geometry (same formula, charge and spin)**: 36.3 kcal per mole
**Net charge**: 0

***

The following is a quantum chemistry calculation of an isolated molecule of C7H14Si, from the OMol25 dataset.

Geometry as XYZ:
```
22
Properties=species:S:1:pos:R:3:lowdin_charge:R:1
C 4.05 -0.50 0.62 -0.132
C 2.70 -0.48 0.14 -0.201
C 1.58 -0.46 -0.34 -0.134
Si -0.18 -0.50 -0.81 0.606
C -0.74 -2.16 -0.21 -0.216
C -1.15 0.90 0.24 -0.468
C -2.64 0.42 0.26 -0.132
C -1.05 2.31 -0.36 -0.165
H 4.36 -1.60 0.75 0.104
H 4.62 0.22 0.04 0.077
H 4.01 -0.24 1.75 0.109
H -0.21 -0.19 -2.29 -0.003
H -1.28 -2.80 -0.87 0.024
H 0.15 -2.73 0.08 0.035
H -1.26 -2.11 0.69 0.003
H -0.63 0.97 1.26 0.115
H -3.26 0.57 1.12 0.058
H -3.07 1.05 -0.53 0.066
H -2.70 -0.67 -0.01 0.051
H -1.25 2.32 -1.41 0.049
H -0.11 2.81 -0.09 0.079
H -1.94 2.88 -0.03 0.075
```

Output
**DFT total energy**: -564.5298 hartree
**SMILES**: CC#C[Si@@H](C)C(C)C
**Energy relative to the best compared isomer or geometry (same formula, charge and spin)**: 11.6 kcal per mole
**Net charge**: 0

***

The following is a quantum chemistry calculation of a cluster of 2 separate species, C7H15BrN3O4S in total, from the OMol25 dataset.

Geometry as XYZ:
```
31
Properties=species:S:1:pos:R:3:lowdin_charge:R:1
C 2.63 -2.07 1.51 -0.082
N 2.27 -0.97 0.53 -0.153
C 0.79 -0.88 0.26 -0.168
C -0.02 0.21 1.17 -0.146
C 0.75 1.63 1.42 -0.173
N 2.16 1.37 1.88 -0.015
C 2.87 0.31 1.06 -0.207
N 4.23 0.52 0.81 -0.314
Br 5.15 2.08 1.41 0.795
H 2.48 -1.69 2.62 0.117
H 2.11 -3.09 1.29 0.124
H 3.80 -2.24 1.40 0.108
H 0.31 -1.94 0.50 0.144
H 0.59 -0.72 -0.91 0.142
H -0.41 -0.29 2.18 0.141
H -1.02 0.47 0.57 0.088
H 0.64 2.36 0.52 0.142
H 0.19 2.16 2.33 0.153
H 2.21 1.18 2.91 0.153
H 4.80 -0.21 0.28 0.139
C -3.61 0.61 -3.17 -0.166
C -2.82 -0.64 -2.79 -0.170
O -2.39 -0.41 -1.45 -0.225
S -3.51 0.48 -0.68 0.672
O -4.37 -0.41 0.08 -0.220
O -2.85 1.63 -0.09 -0.251
O -4.33 0.98 -2.00 -0.181
H -2.94 1.44 -3.43 0.135
H -4.29 0.43 -4.00 0.143
H -1.96 -0.80 -3.44 0.138
H -3.46 -1.52 -2.80 0.137
```

Output
**DFT total energy**: -3712.7321 hartree
**Net charge**: +1

***

The following is a quantum chemistry calculation of a cluster of 2 separate species, C7H15BrSi in total, from the OMol25 dataset.

Geometry as XYZ:
```
24
Properties=species:S:1:pos:R:3:lowdin_charge:R:1
C 0.73 0.00 1.86 -0.087
C 0.09 0.14 0.72 -0.224
Si -0.21 -1.29 -0.59 0.610
C -2.02 -2.15 -0.62 -0.162
C 0.82 -2.84 -0.25 -0.191
C 0.08 -0.87 -2.40 -0.200
H 1.47 -0.73 2.11 0.039
H 0.75 0.85 2.56 0.052
H -0.38 1.12 0.60 0.017
H -2.70 -1.78 -1.34 -0.001
H -1.82 -3.19 -0.80 0.011
H -2.47 -2.12 0.37 0.015
H 0.67 -3.52 -1.03 0.002
H 1.85 -2.79 -0.25 0.002
H 0.50 -3.39 0.63 0.040
H -0.12 -1.91 -2.71 0.016
H -0.67 -0.20 -2.83 0.026
H 1.07 -0.59 -2.79 0.034
C 1.17 4.20 1.19 -0.082
C -0.13 3.98 1.05 -0.675
Br -1.31 5.34 0.53 0.651
H 1.86 3.51 1.58 0.045
H 1.58 5.11 1.05 0.014
H -0.81 3.12 1.36 0.048
```

Output
**DFT total energy**: -3139.1488 hartree
**SMILES**: C=C[Si](C)(C)C.C=CBr
**Energy relative to the best compared isomer or geometry (same formula, charge and spin)**: 22.0 kcal per mole
**Net charge**: 0

***

The following is a quantum chemistry calculation of a structure of composition C7H15ClI2N2OPRhS, from the OMol25 dataset.

Geometry as XYZ:
```
31
Properties=species:S:1:pos:R:3:lowdin_spin:R:1
I 6.04 0.64 -1.91 1.485
I 5.90 -2.18 -1.89 1.483
Rh 0.34 -0.63 -0.31 0.938
P -0.52 -0.54 -2.34 0.016
C 0.70 -0.52 -3.70 0.003
C -1.58 -2.00 -2.70 0.006
H -2.38 0.94 -1.89 0.000
H -2.03 0.87 -3.66 0.000
H -0.97 1.82 -2.57 0.001
C -1.58 0.91 -2.65 0.005
H -2.37 -2.05 -1.94 0.000
H -2.02 -1.92 -3.71 0.001
H 0.19 -0.51 -4.68 0.000
H 1.33 -1.41 -3.63 0.000
H -0.96 -2.91 -2.65 0.001
H 1.33 0.37 -3.61 0.000
C 2.04 -0.54 -0.90 0.017
O 3.16 -0.53 -1.19 0.024
Cl -1.95 -0.63 0.42 0.010
S 1.17 -0.95 1.98 0.008
C 0.25 0.11 2.94 0.001
N 0.66 1.33 3.36 0.000
C -0.24 1.92 4.33 0.000
C -1.40 0.92 4.37 0.000
N -0.94 -0.15 3.52 -0.001
H 1.54 1.73 3.06 0.000
H -0.55 2.93 4.02 0.000
H 0.25 2.00 5.30 0.000
H -2.33 1.38 4.02 0.000
H -1.57 0.52 5.38 0.000
H -1.52 -0.92 3.21 0.000
```

Output
**DFT total energy**: -2365.5473 hartree
**Energy relative to the best compared isomer or geometry (same formula, charge and spin)**: 0.0 kcal per mole
**Expectation value of S²**: 6.02
**Net charge**: +2
**Multiplicity**: 5